(1)
Formula: C36H67F3O14S3Si
Source: the OMol25 dataset
Level of theory: ωB97M-V with the def2-TZVPD basis set

HOMO level in eV: -9.320
Charge: 0
Frontier orbital gap in eV: 9.444
Energy in eV: -115608.72421
F_max in eV/Å: 9.57

Last column: Löwdin charge in e.
Positions of all 124 atoms, in Å:
S 3.27 2.78 0.86  1.0790
S 0.72 -4.08 -2.48  0.6330
S 3.28 0.07 4.18  0.8995
Si 5.15 -1.70 1.97  0.4971
F 0.21 0.19 -1.63  -0.0016
F 0.99 2.45 -1.68  0.0025
F 0.31 1.46 0.41  0.0291
O -2.77 -5.43 4.73  0.0293
O -1.77 -2.81 0.84  -0.1026
O 2.13 3.86 0.70  -0.4257
O -4.41 0.94 2.48  0.0432
O 0.22 1.38 4.47  -0.0068
O -1.40 -5.04 -0.24  -0.0231
O 3.19 0.91 -4.44  0.0361
O -5.60 -2.07 6.65  0.0379
O 2.74 1.78 2.13  -0.4007
O 3.41 1.96 -0.63  -0.3296
O 0.01 -3.81 -7.38  0.0461
O 3.23 7.80 -3.09  0.0425
O 1.26 5.96 -5.85  0.0472
O -0.71 -0.10 2.76  -0.1096
C 2.79 3.24 -4.16  -0.0459
C 1.03 1.18 -0.85  -0.1667
C 1.29 8.27 -1.78  -0.0300
C -3.74 -5.87 5.35  -0.4750
C -5.93 0.10 0.84  -0.0225
C -4.71 -4.95 6.04  -0.0296
C 5.90 -2.48 0.33  -0.2252
C 6.63 -1.22 3.11  -0.2222
C -1.14 -3.70 -0.20  -0.2591
C -5.57 -0.17 5.21  -0.0301
C -1.93 -3.33 -6.07  -0.0287
C 2.23 1.98 -6.34  -0.0205
C -4.60 0.61 1.31  -0.4841
C -4.00 -7.35 5.43  -0.0273
C -1.22 -5.73 -6.68  -0.0270
C -1.28 -1.43 3.02  -0.1006
C 1.62 -0.78 3.96  -0.3706
C 2.78 1.95 -4.94  -0.4771
C -6.49 -0.07 7.61  -0.0266
C 2.60 0.74 -0.68  -0.2039
C 4.26 -0.06 1.38  -0.3235
C 3.84 0.94 2.61  -0.5976
C 3.96 -3.02 2.69  -0.2357
C -0.14 -2.94 -1.27  -0.4717
C 0.85 7.00 -6.35  -0.4765
C -5.87 -0.88 6.50  -0.4771
C -0.80 -4.02 2.81  -0.0581
C -3.50 0.71 0.29  -0.0169
C -0.79 -2.59 1.94  -0.2690
C -0.96 -4.25 -6.77  -0.4964
C 0.30 7.03 -7.76  -0.0265
C 0.86 8.29 -5.58  -0.0074
C 0.35 0.25 3.74  -0.2720
C 2.00 5.88 -2.39  -0.0200
C 2.89 -0.35 0.51  -0.1159
C 2.26 7.36 -2.48  -0.5057
H 1.03 5.64 -2.84  0.0919
H -5.82 -0.92 0.46  0.0874
H 1.28 8.12 -4.59  0.0497
H -1.61 -2.30 -6.22  0.0839
H -0.74 7.35 -7.74  0.0857
H 3.21 3.07 -3.17  0.0710
H -4.97 -7.58 4.98  0.0858
H -5.71 -5.08 5.62  0.0913
H 1.19 2.30 -6.32  0.0875
H -1.95 -4.29 3.00  0.0937
H 6.94 -3.00 0.51  0.0488
H 6.92 -2.02 3.92  0.0532
H 3.41 3.98 -4.68  0.0964
H -0.84 -2.20 -1.90  0.1065
H 2.02 5.56 -1.35  0.0766
H 2.83 2.66 -6.95  0.0876
H 2.29 0.98 -6.77  0.0830
H -2.59 1.10 0.77  0.0780
H 3.03 -3.11 1.95  0.0473
H -0.98 -1.77 4.11  0.1432
H -6.65 -0.71 8.48  0.0830
H 6.50 -0.18 3.66  0.0459
H -1.20 -6.05 -5.64  0.0849
H 1.93 -0.52 1.20  0.1193
H -3.79 1.40 -0.51  0.0888
H -1.94 -3.55 -5.00  0.0754
H -5.12 -0.88 4.50  0.0746
H 3.58 -2.78 3.79  0.0330
H -3.28 -0.28 -0.12  0.0808
H -0.36 -4.92 2.18  0.0939
H -7.46 0.31 7.28  0.0855
H 5.09 -3.27 -0.06  0.0521
H -0.44 -6.27 -7.23  0.0848
H 7.59 -1.08 2.41  0.0582
H -2.93 -3.46 -6.49  0.0850
H -4.72 -5.17 7.12  0.0916
H 5.10 0.52 0.75  0.1376
H 4.47 -4.10 2.77  0.0694
H 2.89 0.19 -1.70  0.1850
H 0.62 -2.24 -0.70  0.0662
H 0.36 6.03 -8.19  0.0830
H -4.87 0.65 5.38  0.0922
H -2.47 -1.36 2.95  0.1591
H -3.98 -7.67 6.48  0.0851
H -6.63 0.08 1.69  0.0788
H 1.29 8.06 -0.71  0.0883
H 4.74 1.66 2.92  0.1407
H 2.78 5.34 -2.94  0.0585
H 1.61 9.31 -1.93  0.0859
H -6.50 0.21 4.77  0.0871
H 1.40 -1.34 4.99  0.1296
H 0.30 -2.38 1.54  0.1270
H -6.34 0.76 0.07  0.0862
H 6.02 -1.63 -0.50  0.0546
H -3.22 -7.89 4.88  0.0836
H 3.06 -1.41 -0.01  0.1231
H 1.27 -3.23 -3.48  -0.0975
H -2.19 -5.96 -7.13  0.0851
H 0.29 8.15 -2.20  0.0834
H 0.90 7.71 -8.37  0.0868
H -5.83 0.75 7.89  0.0871
H 1.77 3.62 -4.05  0.0766
H 1.60 -1.60 3.12  0.0579
H -0.28 -3.91 3.85  0.0868
H -4.40 -3.91 5.90  0.0604
H 1.48 9.03 -6.10  0.0961
H -0.16 8.67 -5.47  0.0910

***

(2)
Formula: C36H68HfN5OS2Si4Te
Source: the OMol25 dataset
Level of theory: ωB97M-V with the def2-TZVPD basis set

HOMO level in eV: -4.712
Charge: -1
Frontier orbital gap in eV: 6.788
Energy in eV: -109722.11688
F_max in eV/Å: 2.63

Last column: Löwdin charge in e.
Positions of all 118 atoms, in Å:
Hf -18.67 -11.06 3.58  1.1038
Te -16.92 -12.91 1.85  0.4753
S -20.93 -11.57 4.60  0.5550
S -20.32 -11.29 1.56  0.3743
Si -14.53 -13.65 1.66  0.0725
Si -13.51 -13.39 3.77  0.3081
Si -13.54 -12.42 -0.12  0.3646
Si -14.86 -15.91 1.02  0.3080
O -16.72 -9.84 3.52  -0.1656
N -19.28 -9.02 4.22  -0.0741
N -19.41 -11.46 -1.16  0.0291
N -15.42 -8.58 4.92  -0.1135
N -14.92 -8.72 2.68  -0.0900
N -18.46 -11.74 5.55  -0.1835
C -19.69 -15.06 6.82  -0.0601
C -16.01 -16.04 -0.49  -0.2270
C -19.90 -8.33 6.30  -0.0412
C -20.65 -6.39 2.33  -0.0535
C -17.68 -10.35 8.26  -0.0724
C -19.70 -11.38 -0.05  -0.8485
C -15.58 -17.01 2.36  -0.2113
C -19.45 -14.49 4.47  -0.4148
C -19.44 -14.96 8.17  -0.0812
C -19.28 -14.07 5.92  -0.1411
C -18.75 -7.82 1.74  -0.0642
C -19.42 -7.67 4.11  -0.2700
C -14.04 -8.49 5.37  -0.0647
C -11.64 -13.65 3.88  -0.2130
C -18.75 -13.84 8.61  -0.0669
C -13.19 -16.63 0.56  -0.2289
C -18.34 -12.83 7.79  -0.1416
C -18.32 -15.47 4.08  -0.1031
C -19.55 -9.40 5.52  -0.4497
C -19.76 -7.19 5.38  -0.0370
C -15.73 -9.08 3.70  -0.4899
C -19.68 -10.90 5.76  -0.6997
C -12.52 -13.64 -1.18  -0.2344
C -13.81 -11.66 4.28  -0.2328
C -16.00 -11.99 7.49  -0.0862
C -19.29 -6.89 2.83  -0.5356
C -15.36 -9.11 1.34  -0.0507
C -20.88 -15.02 4.16  -0.0761
C -16.39 -8.61 5.97  -0.0348
C -14.37 -14.47 5.01  -0.2101
C -18.65 -12.87 6.39  -0.1956
C -14.09 -7.51 2.74  -0.0499
C -17.27 -11.83 8.28  -0.3520
C -14.86 -11.66 -1.26  -0.2255
C -18.38 -5.66 3.01  -0.0463
C -12.50 -11.09 0.67  -0.2331
H -17.39 -8.61 5.53  0.0657
H -13.86 -7.45 5.68  0.0937
H -17.39 -15.07 4.36  0.0269
H -19.48 -8.59 1.54  0.0352
H -12.88 -16.17 -0.36  -0.0182
H -16.34 -7.68 6.59  0.1221
H -15.11 -16.88 3.35  0.0090
H -14.58 -10.85 -1.92  0.0225
H -14.31 -15.54 4.84  0.0111
H -13.07 -10.25 1.09  -0.0023
H -18.57 -7.27 0.79  0.0982
H -19.93 -8.30 7.37  0.0895
H -16.25 -9.45 6.63  0.0488
H -11.70 -10.66 0.01  0.0404
H -13.98 -7.10 1.73  0.0832
H -13.07 -7.75 3.11  0.0817
H -20.99 -5.62 3.00  0.0658
H -15.48 -18.11 2.12  0.0454
H -21.60 -14.72 4.90  0.0585
H -11.32 -13.85 4.90  0.0192
H -13.34 -8.86 4.66  0.0576
H -13.97 -9.07 6.30  0.0915
H -11.87 -14.24 -0.51  0.0179
H -16.65 -16.83 2.50  0.0016
H -21.47 -7.16 2.29  0.1093
H -16.23 -8.53 1.06  0.0721
H -15.67 -10.13 1.37  0.0262
H -14.61 -8.92 0.58  0.0891
H -21.21 -14.68 3.18  0.0735
H -17.94 -10.06 7.26  0.0231
H -14.87 -11.38 4.21  0.0185
H -11.29 -14.52 3.29  0.0255
H -18.80 -4.97 3.72  0.0661
H -20.09 -10.99 6.78  0.1195
H -17.01 -12.12 9.28  0.1181
H -20.14 -15.98 6.46  0.1110
H -15.66 -15.35 -1.29  0.0183
H -19.91 -6.12 5.58  0.0885
H -13.27 -14.26 -1.70  0.0173
H -17.77 -8.26 1.94  0.0378
H -18.38 -13.83 9.64  0.1055
H -14.51 -6.65 3.38  0.1183
H -17.40 -5.96 3.36  0.0724
H -20.84 -16.13 4.14  0.0783
H -18.51 -16.49 4.52  0.0989
H -20.50 -5.89 1.36  0.0885
H -13.25 -11.01 3.62  0.0128
H -12.43 -16.36 1.27  0.0152
H -11.94 -13.14 -1.99  0.0308
H -15.24 -11.34 7.95  0.0839
H -16.08 -17.10 -0.84  0.0356
H -15.66 -11.24 -0.64  -0.0235
H -17.01 -15.65 -0.17  0.0218
H -16.09 -11.82 6.43  0.0537
H -13.94 -14.24 6.00  0.0352
H -19.30 -13.63 3.86  -0.0025
H -18.34 -15.60 3.02  0.0308
H -18.49 -10.20 8.95  0.0829
H -11.92 -11.43 1.55  0.0111
H -15.41 -14.16 4.91  0.0085
H -13.31 -17.70 0.41  0.0290
H -11.12 -12.76 3.58  0.0056
H -15.63 -13.03 7.57  0.0850
H -16.83 -9.74 8.57  0.0743
H -15.40 -12.43 -1.83  0.0352
H -13.52 -11.44 5.31  0.0461
H -18.22 -5.07 2.10  0.0757
H -19.74 -15.76 8.83  0.0912

***

(3)
Formula: C36H68NO16P2S
Source: the OMol25 dataset
Level of theory: ωB97M-V with the def2-TZVPD basis set

HOMO level in eV: -10.248
Charge: +1
Frontier orbital gap in eV: 6.020
Energy in eV: -102092.44578
F_max in eV/Å: 5.40

Last column: Löwdin charge in e.
Positions of all 124 atoms, in Å:
S -3.81 -3.01 -0.53  0.5833
P 6.84 -4.86 -8.19  0.4667
P 3.35 1.14 -2.54  0.4692
O -4.90 -2.75 0.37  -0.2747
O 6.54 -3.32 -7.74  -0.2012
O 3.78 2.45 -2.01  -0.2146
O 2.82 1.29 -4.04  -0.1816
O -7.71 2.19 6.66  0.0175
O -2.72 1.28 0.83  0.0642
O -4.45 1.46 2.24  0.1612
O 6.46 -5.66 -7.01  -0.2163
O 1.92 0.87 -1.79  -0.2058
O -2.48 -3.26 0.30  -0.1451
O -4.09 -4.09 -1.42  -0.2701
O -7.99 0.61 5.07  0.1368
O 6.49 -4.58 -9.73  -0.1835
O -1.36 0.82 3.53  -0.0194
O 3.73 -0.42 -2.58  -0.1837
O 8.43 -4.78 -8.30  -0.1829
N -1.08 4.30 4.36  0.1302
C -0.85 -0.49 5.60  -0.2965
C 5.15 -4.86 -10.22  -0.2466
C -1.92 0.08 4.65  -0.0946
C -6.36 2.34 6.21  -0.1631
C -0.84 2.99 4.39  0.0781
C -1.57 2.15 3.58  -0.1921
C -0.73 0.36 6.91  -0.3689
C 3.78 -1.21 -0.25  -0.0713
C 3.75 1.68 -5.07  -0.2593
C -2.00 4.86 3.57  0.0269
C 4.61 0.51 -5.52  -0.0834
C 9.14 -6.37 -10.03  -0.0791
C 4.16 -3.79 -9.79  -0.0716
C 5.71 -3.03 -6.61  -0.3030
C -5.50 5.26 3.71  -0.1818
C -8.43 1.31 5.94  -0.5080
C -6.24 3.07 4.86  -0.1639
C 0.47 -0.75 4.88  -0.0522
C -9.90 1.24 6.22  -0.0664
C 0.66 0.99 7.14  -0.0910
C -3.38 0.12 0.27  -0.1404
C -3.33 1.76 1.90  -0.4369
C -2.54 -0.54 -0.85  -0.1541
C -5.45 4.37 4.96  -0.2051
C -5.24 4.56 2.37  -0.1654
C -2.78 4.09 2.74  -0.1054
C -3.49 -1.56 -1.50  -0.2095
C 4.56 -0.98 -1.53  -0.2437
C -3.79 4.76 1.86  -0.1108
C 0.57 2.72 -1.01  -0.0688
C 9.18 -5.97 -8.56  -0.2679
C -1.07 -0.49 8.16  -0.0491
C 6.55 -2.70 -5.40  -0.0696
C -2.55 2.71 2.75  0.0672
C -10.45 0.29 7.01  0.0324
C 1.54 1.61 -0.64  -0.3135
H 3.99 -0.34 -5.77  0.0777
H -10.13 0.25 8.05  0.0676
H -2.65 -4.08 0.79  0.1114
H 0.87 0.13 4.37  0.0727
H -1.65 -1.38 7.91  0.0748
H 3.55 -0.27 0.24  0.0661
H -4.80 6.09 3.88  0.1057
H 3.15 2.04 -5.90  0.1195
H -0.35 2.30 -1.41  0.0649
H 1.35 0.30 7.61  0.0822
H 0.37 -1.56 4.16  0.0903
H 4.56 -2.80 -9.98  0.0880
H -4.46 -1.09 -1.61  0.1148
H 7.14 -1.80 -5.58  0.0776
H 2.83 -1.71 -0.46  0.0866
H -11.15 -0.44 6.62  0.0664
H -5.90 4.95 5.77  0.1185
H 3.22 -3.91 -10.34  0.0818
H 1.05 0.91 0.04  0.1094
H -2.44 -0.77 4.20  0.1367
H -10.52 1.98 5.71  0.1125
H -1.67 -1.00 -0.40  0.1126
H 5.21 0.79 -6.39  0.0875
H 5.10 -2.17 -6.89  0.0992
H 9.42 -5.52 -10.66  0.0834
H 10.21 -5.76 -8.26  0.1181
H 4.93 -1.93 -1.92  0.1151
H -0.52 4.90 4.94  0.1890
H 3.93 -3.86 -8.73  0.0673
H 4.83 -5.84 -9.88  0.1178
H -3.60 5.83 1.84  0.1221
H -3.15 -1.83 -2.50  0.1177
H -5.50 3.51 2.38  0.0901
H -4.42 4.19 5.28  0.1010
H 8.82 -6.79 -7.93  0.1126
H -3.72 4.41 0.83  0.1342
H -0.07 2.62 5.05  0.1375
H 5.28 0.20 -4.72  0.0652
H -7.22 3.18 4.39  0.1338
H -2.68 0.65 5.19  0.1331
H -6.50 5.71 3.66  0.1164
H 4.36 -1.82 0.44  0.0829
H 5.93 -2.53 -4.52  0.0641
H 2.41 2.01 -0.12  0.1020
H -3.54 -0.64 1.03  0.1248
H -5.79 2.86 6.98  0.1237
H 1.12 1.40 6.24  0.0548
H 0.32 3.33 -0.14  0.0668
H 0.54 1.83 7.84  0.0868
H -1.24 -1.46 5.90  0.1268
H 1.00 3.37 -1.78  0.0817
H -1.67 0.10 8.86  0.0798
H -1.49 1.15 6.87  0.1106
H 1.23 -1.07 5.60  0.0883
H 5.22 -4.89 -11.30  0.1188
H -2.29 0.25 -1.56  0.1221
H -4.32 0.43 -0.18  0.1382
H 7.26 -3.50 -5.18  0.0795
H 9.83 -7.20 -10.22  0.0792
H -2.09 5.94 3.61  0.1553
H 5.03 -3.86 -6.40  0.1048
H -5.88 5.03 1.63  0.1203
H -0.15 -0.79 8.65  0.0760
H 5.42 -0.34 -1.35  0.1203
H 4.37 2.51 -4.72  0.1143
H -5.68 2.39 4.21  0.0912
H -5.91 1.35 6.14  0.1193
H 8.14 -6.68 -10.32  0.0671

***

(4)
Formula: C36H69BF4N12O3
Source: the OMol25 dataset
Level of theory: ωB97M-V with the def2-TZVPD basis set

HOMO level in eV: -9.675
Charge: 0
Frontier orbital gap in eV: 9.558
Energy in eV: -74005.21036
F_max in eV/Å: 16.81

Last column: Löwdin charge in e.
Positions of all 125 atoms, in Å:
F -3.67 -0.15 0.61  0.0515
F -5.93 0.27 0.73  0.0712
F -4.46 2.00 0.48  0.1379
F -4.62 0.75 2.48  0.1239
O 1.37 -6.87 0.36  -0.1005
O -3.08 3.40 2.60  -0.0330
O -1.35 -6.29 -0.02  -0.1003
N 1.77 5.74 1.13  0.1556
N 1.83 2.40 3.38  0.1449
N -1.02 5.68 -2.15  0.1412
N 0.01 -0.86 3.88  0.1416
N 3.73 3.43 -1.98  0.1422
N 6.32 1.48 0.53  0.1275
N 0.36 1.26 -4.51  0.1309
N 3.65 -1.07 1.64  0.1114
N -4.11 -0.74 -3.38  0.1255
N -0.32 -3.05 -3.66  0.1390
N -0.33 0.84 -0.41  -0.2256
N 4.02 -2.53 -2.32  0.1586
C -0.55 3.01 4.42  -0.0812
C -1.20 0.82 -1.64  0.0387
C 3.78 -0.51 2.74  -0.1747
C 0.81 2.97 -0.63  -0.1193
C -3.28 -2.54 -1.56  -0.0808
C 1.43 6.91 1.31  -0.2391
C 4.19 2.33 -2.08  -0.2285
C -4.47 3.98 4.57  -0.0910
C -2.21 -6.18 0.98  -0.3928
C -0.47 3.19 0.30  -0.0513
C 4.48 -2.86 -1.37  -0.3284
C 3.05 -6.70 -1.39  -0.0806
C 0.95 1.51 -0.75  -0.1478
C 4.73 0.93 -2.21  -0.0458
C 4.98 -3.29 -0.12  -0.1034
C 5.77 2.42 0.70  -0.2697
C -1.13 -4.65 -5.68  -0.0637
C -0.94 -1.24 3.55  -0.2856
C -3.85 -1.60 -2.62  -0.2483
C -0.13 -0.49 0.25  -0.1012
C -3.91 4.38 3.21  -0.2531
C -1.47 -6.12 2.38  -0.0666
C -2.24 -1.87 2.93  -0.0067
C 0.78 2.64 3.80  -0.2472
C -2.32 5.16 -4.41  -0.0359
C -0.71 1.20 -4.97  -0.2263
C 0.64 -1.56 -0.58  -0.1860
C -1.53 5.33 -3.07  -0.2315
C -2.15 1.03 -5.47  -0.0559
C 0.89 -2.86 0.26  -0.0864
C 4.92 3.69 1.01  -0.0744
C 3.95 0.09 4.19  -0.0528
C -0.75 -3.68 -4.58  -0.2387
C 1.11 8.30 1.37  -0.0913
C -0.97 1.77 0.59  -0.0680
C 1.67 -7.02 -1.04  -0.3752
B -4.65 0.78 1.10  -1.2601
H 4.77 -0.11 4.66  -0.0273
H 5.39 4.32 0.32  0.0196
H -0.30 3.41 1.10  -0.0486
H 5.02 0.53 -1.24  0.0488
H -2.89 -1.81 -0.83  0.0300
H 3.16 -6.55 -2.59  0.1404
H -0.54 3.52 5.37  0.0489
H 1.51 3.42 -0.28  -0.0349
H -4.21 -2.96 -0.95  0.1169
H 0.42 8.63 0.45  0.1527
H 4.24 1.18 3.73  0.1139
H 3.44 -7.61 -0.96  0.0652
H -2.64 -3.48 -1.84  0.0878
H -1.82 -2.33 2.06  0.0332
H 1.98 8.98 1.65  0.1207
H 4.26 -3.06 0.67  0.0364
H -3.03 -6.85 0.87  0.1015
H -2.76 -5.16 0.95  0.1226
H -1.28 2.11 4.60  0.1156
H 5.44 0.95 -3.01  0.0824
H 1.16 -6.31 -1.29  0.0062
H 5.75 -2.72 0.26  0.0401
H -1.90 -6.10 -0.88  0.1654
H -2.36 1.70 -6.27  0.0616
H 1.47 1.04 -1.63  0.1368
H 1.30 -2.62 1.22  0.0292
H -1.18 3.73 -0.27  0.0971
H -2.86 1.27 -4.68  0.0550
H -0.29 -5.36 -5.97  0.1048
H -3.73 4.05 5.34  0.0679
H -1.02 4.00 4.05  0.0938
H -2.06 1.54 0.55  0.1186
H -1.41 1.79 -1.95  0.0750
H -2.38 -6.16 2.96  0.0508
H -4.88 4.74 4.99  -0.0055
H 1.63 -3.75 -0.16  0.1255
H -1.51 5.04 -5.35  0.1476
H 5.03 4.26 2.06  0.1214
H -2.97 -1.00 2.88  0.0814
H -2.32 0.08 -5.87  0.0464
H -0.11 -3.28 0.48  0.0466
H -2.93 5.91 -4.86  0.0567
H 1.65 1.45 0.10  0.1443
H -0.68 -5.25 2.50  0.1254
H 3.83 0.48 -2.30  0.0172
H 5.47 -4.37 -0.09  0.1337
H 1.59 -1.08 -0.95  0.0942
H -1.41 -4.25 -6.58  0.0301
H 0.36 -1.86 -1.58  0.0447
H -3.51 2.89 2.17  -0.1315
H 3.48 -5.77 -0.84  0.0870
H 0.48 3.23 -1.71  0.1331
H 0.38 -6.81 0.27  0.0538
H 3.80 3.67 0.86  0.0458
H -0.83 0.32 -2.50  0.0594
H -2.78 4.29 -4.27  -0.0166
H -1.24 -0.74 0.48  0.1335
H -1.19 -7.10 2.79  0.0673
H 1.37 -7.99 -1.32  0.1177
H -5.07 3.10 4.48  0.0808
H -1.89 -5.23 -4.98  0.1223
H -4.77 4.44 2.40  0.1509
H 2.98 -0.08 4.79  0.0945
H -0.72 1.47 1.59  0.1170
H 0.17 -0.38 1.15  0.0273
H -2.56 -2.56 3.78  0.0972
H -2.25 0.36 -1.22  0.1410
H 0.57 8.31 2.19  0.0064
H -3.17 5.47 3.53  0.1828